This record from the OMol25 dataset describes 8 unconnected molecules or ions with the total composition C56H116N10O2 in a non-equilibrium geometry. The level of theory is wB97M-V/def2-TZVPD.

Kohn-Sham gap (spin up / spin down), hartree: 0.0943 / 0.2398
HOMO energy (spin up / spin down), eV: -11.76 / -15.72
⟨S²⟩: 0.76
2S+1: 2
Net charge: +5

Last column: Mulliken charge in e.
Positions of all 184 atoms, in Å:
C1 0.4883 -0.3715 0.1133  2.40
C2 0.1206 0.8195 -0.7898  -0.20
O1 0.5162 0.8062 -1.9874  -0.83
O2 -0.6549 1.6771 -0.2836  -0.13
H1 0.7803 0.0669 1.0676  -0.49
H2 1.3179 -0.9760 -0.2534  -0.38
H3 -0.4323 -0.8689 0.4185  -1.12
C3 -9.6667 -1.5798 -2.0551  -1.33
C4 -8.6539 -0.8736 -3.0165  -0.22
C5 -7.9315 0.1985 -2.1822  -1.00
N1 -6.6495 0.6858 -2.8846  0.33
C6 -5.6084 -0.4663 -2.9719  -1.00
C7 -4.1936 0.0664 -3.1725  -0.04
C8 -3.8188 1.0998 -2.0961  0.01
C9 -4.6997 2.3452 -2.1740  -1.04
C10 -6.1734 1.8374 -1.9456  -0.67
C11 -6.8817 1.2550 -4.2900  -0.92
H4 -9.2296 -2.2728 -1.3361  0.32
H5 -10.1145 -2.2685 -2.7716  0.40
H6 -10.1721 -0.7707 -1.5279  0.37
H7 -9.2500 -0.5455 -3.8681  0.45
H8 -8.0412 -1.6542 -3.4674  0.25
H9 -7.6723 -0.0715 -1.1585  0.31
H10 -8.5897 1.0625 -2.0899  0.67
H11 -5.7804 -1.0700 -2.0808  0.24
H12 -5.8729 -1.1041 -3.8153  0.66
H13 -3.3578 -0.6329 -3.1927  -0.28
H14 -4.1719 0.5584 -4.1448  0.38
H15 -3.7790 0.6826 -1.0898  -0.09
H16 -2.7696 1.3833 -2.1792  0.27
H17 -4.4765 3.1184 -1.4387  0.38
H18 -4.7649 2.8820 -3.1204  0.40
H19 -6.0822 1.3548 -0.9725  0.35
H20 -6.9680 2.5816 -2.0002  0.48
H21 -7.9115 1.6116 -4.3105  0.37
H22 -6.8156 0.3932 -4.9540  0.36
H23 -6.1082 2.0100 -4.4305  0.43
C12 0.9717 -4.5312 0.8614  -1.37
C13 0.3733 -4.4612 -0.4894  0.09
C14 -1.0985 -3.8857 -0.5129  0.34
N2 -1.6023 -3.6926 -1.9906  0.66
C15 -1.3546 -4.9759 -2.9276  -0.60
C16 -2.2119 -4.9937 -4.1879  -0.95
C17 -3.7017 -4.7361 -3.9177  -1.32
C18 -3.9126 -3.4532 -3.1795  -0.15
C19 -3.0885 -3.4047 -1.8998  -0.71
C20 -0.9908 -2.4865 -2.7439  -1.16
H24 1.0852 -3.6189 1.4470  0.09
H25 1.9897 -4.8625 0.6563  0.33
H26 0.5901 -5.3668 1.4481  0.52
H27 0.4758 -5.4582 -0.9179  0.38
H28 0.9676 -3.8126 -1.1329  -0.07
H29 -1.0655 -2.9032 -0.0421  -0.72
H30 -1.7164 -4.5345 0.1078  0.56
H31 -1.6319 -5.9008 -2.4219  0.44
H32 -0.3266 -5.0100 -3.2884  0.44
H33 -2.0264 -5.9737 -4.6276  0.50
H34 -1.8888 -4.3748 -5.0250  0.39
H35 -4.0374 -5.5679 -3.2985  0.43
H36 -4.3179 -4.8133 -4.8136  0.45
H37 -4.9660 -3.4094 -2.9029  0.39
H38 -3.7382 -2.6101 -3.8479  0.09
H39 -3.4641 -4.1246 -1.1727  0.64
H40 -3.2314 -2.4265 -1.4407  0.28
H41 0.0375 -2.8095 -2.9064  0.49
H42 -1.0618 -1.5141 -2.2565  0.03
H43 -1.5190 -2.4340 -3.6959  0.53
C21 3.9710 -3.1650 -0.9054  -1.27
C22 4.6574 -3.1773 0.4646  0.80
C23 5.6238 -4.3777 0.6216  -1.12
N3 6.3073 -4.5191 2.0327  0.32
C24 7.2590 -5.8277 2.0107  -0.49
C25 8.3818 -5.8964 3.1576  -0.76
C26 9.0143 -4.5862 3.5513  -0.63
C27 7.9957 -3.3926 3.6640  -0.97
C28 7.1304 -3.2366 2.4152  -0.52
C29 5.2570 -4.7829 3.1688  -1.10
H44 3.3782 -2.2554 -1.0025  -0.12
H45 3.4222 -4.0560 -1.2104  0.50
H46 4.7014 -3.2006 -1.7137  0.56
H47 3.8787 -3.2078 1.2267  0.24
H48 5.1260 -2.1933 0.4787  -0.25
H49 6.4989 -4.3592 -0.0280  0.38
H50 5.1866 -5.3576 0.4300  0.40
H51 7.8054 -5.9307 1.0732  0.45
H52 6.6284 -6.7046 2.1575  0.32
H53 9.1154 -6.6708 2.9334  0.39
H54 7.9186 -6.2385 4.0831  0.37
H55 9.5977 -4.3083 2.6735  0.28
H56 9.6698 -4.7461 4.4074  0.41
H57 8.5195 -2.4760 3.9354  0.43
H58 7.2369 -3.5279 4.4347  0.35
H59 7.7281 -3.1304 1.5099  0.40
H60 6.5589 -2.3086 2.3952  0.43
H61 4.7717 -3.8379 3.4128  0.38
H62 5.8605 -5.1205 4.0114  0.53
H63 4.4854 -5.5196 2.9449  0.26
C30 -4.9219 1.8065 6.2508  -1.38
C31 -3.9971 1.9804 5.0205  -0.26
C32 -3.9313 0.5740 4.2723  -0.87
N4 -2.8345 0.4163 3.1524  0.52
C33 -2.8019 -1.1240 2.7553  0.02
C34 -1.8884 -1.9135 3.6445  -0.88
C35 -0.5090 -1.3848 4.0091  -0.13
C36 -0.6787 0.0533 4.5157  -1.16
C37 -1.3625 0.9098 3.4361  -0.33
C38 -3.4269 1.2982 1.9912  -0.60
H64 -4.5146 1.1664 7.0335  0.37
H65 -5.8155 1.2099 6.0678  0.37
H66 -5.1947 2.7953 6.6195  0.38
H67 -2.9810 2.3104 5.2365  0.29
H68 -4.3499 2.8066 4.4032  0.36
H69 -4.8785 0.3209 3.7960  0.49
H70 -3.6024 -0.2462 4.9104  0.53
H71 -3.7550 -1.6527 2.7698  0.30
H72 -2.4229 -1.1203 1.7334  -0.18
H73 -2.4239 -2.1553 4.5626  0.45
H74 -1.6991 -2.9280 3.2937  0.45
H75 -0.2040 -2.0600 4.8086  0.38
H76 0.1877 -1.4045 3.1711  -0.07
H77 -1.1838 0.1309 5.4785  0.37
H78 0.3158 0.4482 4.7232  0.47
H79 -1.5274 1.9425 3.7434  0.60
H80 -0.9258 0.9396 2.4379  -0.07
H81 -2.7865 1.0567 1.1428  -0.20
H82 -3.5050 2.3490 2.2700  0.35
H83 -4.3514 0.7927 1.7123  0.45
C39 2.9210 1.2918 -4.7715  -1.14
C40 3.3511 -0.1678 -4.2604  -0.04
N5 4.2283 -0.0559 -3.1057  0.36
C41 3.8512 0.4353 -1.8736  -0.75
C42 4.8695 0.2654 -0.9228  -0.73
N6 5.9457 -0.3764 -1.6256  0.23
C43 5.5435 -0.4663 -2.9491  -0.35
C44 7.1859 -0.8746 -1.0432  -0.92
H84 2.1333 1.7423 -4.1676  0.26
H85 2.4210 1.2371 -5.7385  0.43
H86 3.8322 1.8800 -4.8799  0.37
H87 3.8621 -0.7155 -5.0523  0.44
H88 2.4466 -0.6753 -3.9251  -0.07
H89 2.9347 0.9298 -1.5875  0.74
H90 4.8707 0.4457 0.1421  0.63
H91 6.0547 -0.9459 -3.7707  0.42
H92 8.0141 -0.2092 -1.2870  0.46
H93 7.4852 -1.7558 -1.6106  0.36
H94 7.0912 -0.8680 0.0427  0.28
C45 1.2384 9.0208 -1.6995  -0.84
C46 -0.2156 8.6007 -1.8323  -0.63
N7 -0.4529 7.2429 -1.5766  0.37
C47 0.0614 6.1112 -2.0802  -1.06
C48 -0.3872 4.9603 -1.3687  -0.55
N8 -1.2734 5.3945 -0.4092  0.46
C49 -1.2964 6.8113 -0.6004  -0.96
C50 -2.0822 4.6230 0.5721  -0.55
H95 1.3847 10.0639 -1.9798  0.40
H96 1.9870 8.3266 -2.0815  0.35
H97 1.5126 8.8908 -0.6526  0.06
H98 -0.6196 8.8319 -2.8179  0.42
H99 -0.8619 9.2154 -1.2057  0.33
H100 0.6711 6.3112 -2.9488  0.48
H101 -0.2206 3.8959 -1.4442  0.75
H102 -1.9287 7.3717 0.0723  0.38
H103 -2.4261 3.6683 0.1741  -0.14
H104 -2.9359 5.2598 0.8040  0.50
H105 -1.6141 4.4223 1.5359  0.25
C51 2.0913 2.1848 2.2339  -0.67
C52 3.1360 3.2286 1.9418  -0.61
N9 2.6971 4.5818 1.9026  0.36
C53 1.6147 5.1347 1.2851  -0.06
C54 1.6875 6.5594 1.2765  -1.21
N10 2.7832 6.8820 1.9867  0.15
C55 3.3884 5.6943 2.3345  -0.50
C56 3.2079 8.2660 2.4029  -0.88
H106 1.4567 2.2034 1.3479  -0.11
H107 1.4352 2.3411 3.0902  0.29
H108 2.3875 1.1468 2.3854  0.66
H109 3.4855 3.2067 0.9096  0.43
H110 4.0138 3.0983 2.5748  0.26
H111 0.8131 4.5496 0.8592  0.63
H112 0.9431 7.2902 0.9971  0.67
H113 4.2119 5.6644 3.0326  0.40
H114 4.1437 8.6227 1.9727  0.32
H115 3.3237 8.2011 3.4848  0.41
H116 2.4110 8.9758 2.1813  0.34

Cartesian forces, eV/Å:
C 0.191 1.048 0.782
C -0.925 0.304 -1.218
O 0.342 -0.343 0.795
O 0.395 -0.503 0.403
H 0.363 -0.003 0.104
H -0.396 -0.364 -0.135
H 0.021 -0.581 -0.496
C 1.416 -0.124 -1.197
C -0.245 -0.927 1.480
C 0.036 -0.111 -2.225
N 0.944 0.615 0.717
C -0.369 0.159 0.053
C 0.051 1.231 0.760
C 0.925 0.903 -0.598
C -2.249 -0.640 -0.332
C 1.367 -0.706 0.074
C -0.325 -0.986 1.249
H 0.492 0.387 0.201
H -1.487 0.417 0.585
H -1.011 -0.673 -0.256
H 0.150 0.848 0.215
H 0.596 0.113 0.316
H 0.174 -0.495 -0.261
H 0.085 0.144 -0.120
H 0.325 0.141 0.235
H -0.305 0.194 0.029
H -0.635 -0.625 -0.044
H 0.119 0.087 -0.101
H -0.722 -0.249 0.230
H 0.139 0.144 -0.508
H -0.031 -0.215 0.203
H 0.957 -0.207 -0.283
H -0.761 0.130 0.197
H 0.237 0.036 0.154
H 0.283 0.435 -0.133
H 0.132 0.426 -0.279
H -0.413 -0.117 -0.457
C 1.356 -0.750 0.787
C -1.527 1.008 -1.237
C 2.094 -0.472 -1.118
N -0.532 -0.087 -0.385
C -0.683 0.732 -0.289
C -0.617 0.406 -0.757
C 0.498 -1.492 -0.066
C 0.080 -0.079 -0.154
C -0.525 -0.181 0.539
C 0.346 -1.508 0.208
H -0.492 0.118 -0.077
H 0.347 0.048 0.233
H -0.431 0.326 0.250
H -0.543 -0.014 -0.148
H 0.146 0.143 0.009
H -0.165 0.104 -0.272
H -0.555 -0.073 -0.699
H 0.250 0.387 0.770
H 0.173 0.228 0.793
H -0.305 -0.326 0.246
H 0.385 0.629 0.364
H -0.237 -0.078 0.235
H 0.254 0.203 -0.128
H -0.007 0.196 0.274
H 0.196 0.107 0.121
H -0.209 -0.164 -0.205
H 0.451 0.138 0.143
H 0.034 0.623 -0.154
H 0.011 -0.322 0.511
H 0.195 -0.082 0.064
C 0.483 -0.623 -0.706
C -0.130 -0.780 -0.518
C 1.123 0.232 1.294
N -0.713 -0.752 1.055
C 1.162 0.552 1.239
C -2.181 0.232 0.721
C -0.393 1.116 -1.683
C -0.509 -1.350 0.384
C 1.056 -0.795 -1.659
C 1.128 0.567 -0.511
H -0.150 -0.190 -0.114
H -0.588 -0.043 0.748
H 0.450 0.608 0.018
H 0.115 0.009 0.202
H 0.456 -0.234 0.601
H -0.152 0.467 -0.309
H -0.464 0.160 0.157
H -0.513 0.580 -0.325
H -0.319 0.314 -0.266
H -0.070 0.155 -0.476
H -0.406 -0.426 -0.074
H 0.738 0.276 0.216
H -0.173 0.389 -0.017
H -0.086 0.081 -0.400
H 0.377 -0.183 0.654
H 0.537 -0.057 -0.025
H -0.798 -0.499 0.456
H 0.149 -0.015 -0.029
H -0.342 0.021 0.022
H 0.412 -0.102 -0.524
C 0.342 -0.248 -0.080
C -0.023 -1.675 -0.498
C 1.794 0.739 0.365
N -1.642 0.285 -0.762
C 0.971 1.285 -0.595
C 0.400 -1.061 0.850
C -1.214 0.660 0.621
C 0.703 0.150 -0.746
C -1.963 -0.200 0.627
C 1.173 -2.654 0.034
H 0.734 0.535 0.185
H -0.353 0.504 -0.765
H -0.057 -0.298 0.257
H 0.035 -0.275 0.689
H -0.470 -0.382 -0.370
H 0.143 -0.005 0.028
H -0.630 0.348 0.740
H -0.451 0.913 0.013
H -0.027 0.112 -0.160
H -0.023 0.356 0.328
H -0.495 -0.044 -0.803
H 0.601 0.229 -0.077
H 0.043 -0.093 -0.033
H -0.341 -0.188 -0.119
H 0.026 0.375 -0.146
H 0.265 -0.015 0.089
H 0.345 -0.277 0.052
H 0.424 0.929 -0.111
H 0.067 -0.337 -0.011
H -0.401 0.536 0.421
C 0.222 -1.441 0.026
C -1.068 2.013 -1.051
N 2.881 0.045 2.704
C 1.229 0.197 2.249
C 0.020 -1.184 -3.187
N -2.898 1.296 -1.699
C -1.629 -0.301 1.308
C 0.778 0.871 -1.091
H 0.507 0.015 0.625
H 0.392 -0.386 -0.218
H -0.278 0.268 0.092
H -0.017 -0.013 0.187
H 0.185 -0.226 -0.064
H -0.485 -0.253 -0.854
H 0.181 0.094 -0.215
H 0.366 0.055 0.236
H -0.132 0.472 0.159
H -0.305 -0.599 0.865
H 0.001 -0.686 -0.249
C 0.225 -0.425 1.189
C 0.045 1.545 -1.522
N -1.183 -2.013 1.796
C 0.746 -2.390 -0.419
C 1.047 1.385 -1.787
N -0.055 0.540 0.432
C -2.658 -0.061 3.575
C 0.328 1.393 -1.180
H 0.197 -0.257 -0.152
H -0.312 0.194 -1.147
H -0.201 0.609 0.526
H 0.291 0.062 -0.402
H 0.180 -0.242 0.406
H 0.330 -1.053 -0.037
H 0.291 0.091 -0.544
H 0.247 0.483 -0.408
H 0.186 0.073 -0.327
H -0.222 -0.078 -0.073
H 0.600 0.056 0.097
C -1.485 -0.036 -0.667
C 1.440 -0.963 -0.396
N -0.334 5.624 1.584
C -1.479 1.601 -1.353
C -0.878 -2.867 0.451
N 1.573 -1.895 0.368
C 0.182 0.514 0.617
C -0.173 -0.654 0.665
H -0.492 -0.346 0.102
H 0.215 0.714 0.144
H 0.889 0.217 -0.313
H 0.297 -1.336 -0.122
H -0.066 0.568 0.154
H 0.210 -0.016 -0.097
H -0.028 -0.198 -0.352
H 0.182 -0.111 -0.320
H -0.125 -0.488 -0.298
H 0.027 0.261 -0.054
H -0.011 -0.308 -0.115